{"formula": "C21H35AuBN7O7P2", "method": "ωB97M-V with the def2-TZVPD basis set", "orbital_gap_ha": 0.237, "lumo_energy_ha": -0.0491, "relative_energy_ev": 0.260, "elements": ["H", "H", "H", "O", "H", "B", "C", "H", "C", "O", "H", "O", "C", "H", "H", "H", "H", "H", "C", "H", "H", "O", "C", "H", "O", "H", "C", "N", "N", "H", "H", "C", "Au", "H", "H", "C", "C", "H", "H", "H", "P", "H", "C", "H", "H", "C", "P", "H", "H", "C", "C", "O", "C", "C", "H", "C", "C", "N", "H", "C", "H", "H", "N", "H", "C", "N", "C", "H", "N", "C", "H", "N", "O", "H"], "positions_angstrom": [[-3.55397, 3.07839, -1.62807], [-0.79991, -5.37671, -2.72151], [3.37984, -4.73558, 0.10291], [0.76085, -3.49695, -4.35313], [-4.50329, -1.45377, 0.66923], [-2.26191, 0.24272, 3.26955], [-0.88146, 1.19597, -3.02895], [-1.63025, 1.27791, 3.21785], [3.93962, 1.58396, -1.62157], [0.24590, -3.59453, 0.15187], [-0.76621, 2.25569, -4.90460], [1.06966, -5.97154, -0.26977], [-0.23853, 0.78790, -1.88445], [2.48083, -2.36486, 3.29556], [3.66705, 2.56276, -3.49757], [-1.91353, 0.90082, -3.18559], [-2.47228, -1.66999, -2.38455], [2.85913, 2.44067, 3.93630], [1.94936, 0.67393, -0.54690], [-4.27390, 0.27669, 0.86680], [-5.35522, -0.33814, -0.41453], [-0.94694, -4.41940, -2.62445], [-3.83848, 2.23383, -0.99449], [0.90723, 0.87068, 4.15366], [1.47187, -4.12281, -1.99439], [1.64113, 2.75917, -4.63923], [1.15621, 1.06168, -1.68720], [-3.28307, -0.58308, -0.77310], [-1.11695, -1.36391, 1.38971], [2.23422, -2.11807, 1.55842], [2.63979, 3.12497, 0.73233], [3.20436, 2.02989, -2.67574], [-0.33955, -1.77551, -0.44014], [-4.20423, -1.90084, -2.08680], [0.94463, 2.64572, 0.73909], [1.21998, -0.16858, 4.11913], [1.80678, 2.81571, 1.37175], [-0.96472, 1.90655, 0.71600], [2.01562, -0.33364, 4.85224], [1.57582, 3.62594, 2.06725], [0.34072, -3.52959, -2.96003], [0.85501, -2.48458, 2.60372], [3.30877, 0.90625, -0.56721], [-3.41031, 0.39703, 2.92572], [-4.47470, 2.59965, -0.18622], [1.80595, -1.95215, 2.54074], [1.30634, -4.53952, -0.43989], [-2.18674, 3.17818, 0.81105], [3.89947, 0.55029, 0.26908], [-4.42516, -0.50798, 0.13262], [3.18589, 1.81923, 3.09833], [-0.05383, -2.14500, -2.36210], [-0.22560, 1.94334, -4.02040], [1.81424, 1.76846, -2.73716], [5.01025, 1.75024, -1.58542], [-3.23021, -1.77554, -1.61226], [-2.30819, 0.33759, -0.76315], [-1.02857, 0.01516, -0.97095], [-2.16892, -0.29738, 4.34408], [1.71565, 0.36610, 1.75847], [3.52756, 0.86353, 3.48425], [-4.40093, 1.52369, -1.59614], [2.11636, 1.62897, 2.13396], [4.03218, 2.31715, 2.61300], [-1.59128, -0.70055, 2.20580], [1.38282, 0.01004, 0.54624], [1.09885, 2.21599, -3.87443], [-3.01879, -2.67067, -1.02379], [1.64984, -0.52898, 2.77888], [-1.66290, 2.50242, 0.13523], [0.36213, -0.78283, 4.40072], [-2.63598, 1.61137, -0.47057], [2.70258, -4.03850, 0.15092], [-1.11798, 3.08498, -0.61599]], "forces_ev_per_angstrom": [[-0.006, -0.008, 0.008], [-0.023, 0.393, 0.011], [-0.357, 0.272, 0.028], [0.005, -0.066, -0.003], [0.004, -0.041, -0.006], [0.106, -0.017, 0.020], [0.032, 0.014, 0.008], [0.024, 0.031, 0.017], [0.064, -0.019, 0.081], [0.031, 0.224, 0.094], [0.012, -0.004, 0.023], [0.031, -0.042, -0.049], [-0.150, -0.102, 0.125], [0.003, 0.010, 0.001], [-0.014, -0.017, 0.025], [0.032, 0.005, 0.026], [0.014, -0.001, 0.022], [0.003, 0.000, 0.005], [-0.010, -0.038, 0.003], [0.017, 0.023, -0.010], [0.013, 0.003, -0.009], [0.006, -0.396, 0.003], [-0.031, -0.012, 0.032], [-0.005, 0.006, -0.015], [0.089, -0.015, -0.003], [-0.016, -0.018, 0.020], [0.047, -0.001, 0.007], [-0.087, -0.012, -0.037], [0.246, -0.035, -0.222], [0.000, -0.006, -0.003], [0.006, 0.016, 0.020], [-0.021, 0.012, -0.042], [-0.717, -0.384, 0.406], [-0.019, 0.006, -0.015], [-0.032, -0.002, -0.043], [0.011, -0.015, -0.024], [-0.025, 0.043, 0.015], [0.017, 0.000, 0.034], [0.006, 0.006, -0.013], [-0.016, 0.018, -0.003], [-0.097, 0.101, -0.016], [0.003, 0.013, -0.016], [0.011, -0.013, -0.074], [-0.047, 0.009, 0.006], [0.000, -0.005, -0.006], [-0.013, 0.035, 0.001], [-0.003, -0.169, -0.061], [-0.003, -0.007, -0.002], [-0.019, 0.002, -0.010], [0.058, 0.010, -0.055], [-0.028, -0.012, -0.026], [0.294, 0.241, 0.007], [-0.026, -0.017, 0.023], [0.047, 0.001, 0.004], [-0.051, -0.012, -0.005], [0.022, 0.013, 0.011], [-0.121, 0.030, 0.155], [0.298, 0.074, -0.422], [-0.023, 0.030, 0.038], [-0.044, -0.023, 0.025], [-0.010, -0.004, -0.012], [0.027, 0.018, 0.018], [0.090, 0.043, 0.062], [-0.007, 0.004, -0.012], [-0.111, -0.047, -0.012], [0.100, 0.232, -0.110], [-0.024, 0.001, -0.014], [0.007, -0.015, 0.004], [0.010, -0.115, 0.017], [0.001, -0.018, -0.045], [0.001, -0.004, -0.015], [0.077, 0.029, -0.019], [0.323, -0.226, 0.017], [-0.033, -0.027, 0.005]]}